C19H43LaOP3SSe as an isolated structure at a distorted geometry. Source: OMol25; level of theory: ωB97M-V/def2-TZVPD.

Geometry as XYZ:
```
69
Properties=species:S:1:pos:R:3:forces:R:3
La 0.9623 0.3441 -0.0354 0.7 -0.7 -0.9
P -1.0925 -0.6156 1.9822 -1.4 0.2 2.0
P 1.1531 -2.7438 -0.0271 0.3 -1.8 0.0
P -1.9068 -1.0400 -1.1834 -3.1 -0.6 -1.1
H -1.3020 4.5136 -0.2068 -0.4 -0.1 0.1
C -2.3386 4.1557 -0.1982 -0.3 -0.6 0.1
C -2.8558 3.5107 0.8594 0.8 -0.1 -0.6
H -2.2116 3.2585 1.7160 -0.4 0.4 -0.3
C -0.2231 0.0695 3.4560 0.7 0.2 -0.1
C -1.4573 -2.2707 2.6650 0.1 -0.5 -0.5
C -2.7127 0.1835 2.2501 -0.1 0.3 -0.4
C 2.2739 -3.3041 -1.3711 0.0 0.5 -0.2
C 2.1495 -3.2782 1.4245 0.2 0.4 0.4
C -0.0517 -4.1303 -0.0742 -0.4 0.1 -0.1
C -3.0668 0.3855 -1.3061 0.6 0.7 0.5
C -3.1125 -2.3246 -0.6259 0.5 -0.4 0.9
C -1.8741 -1.5168 -2.9637 1.4 0.0 -0.3
H -2.9274 4.3118 -1.1149 0.2 0.2 0.6
H -3.8782 3.1272 0.8708 0.2 0.3 0.0
H -0.0172 1.1319 3.2922 -0.1 -0.2 0.1
H 0.7328 -0.4511 3.5866 -0.3 0.1 0.1
H -0.8526 -0.0717 4.3444 0.1 0.0 -0.3
H -0.5509 -2.8801 2.7226 -0.2 0.1 0.1
H -2.1972 -2.7934 2.0524 0.1 0.0 0.1
H -1.8623 -2.1543 3.6795 0.1 0.1 -0.3
H -2.7445 1.1635 1.7682 0.0 -0.1 0.1
H -2.8577 0.3186 3.3281 0.0 -0.1 -0.2
H -3.5285 -0.4265 1.8563 0.1 0.0 0.1
H 2.6481 -4.3164 -1.1533 -0.2 0.4 -0.1
H 3.1213 -2.6105 -1.4503 0.0 -0.2 -0.1
H 1.7412 -3.2938 -2.3307 0.2 -0.1 0.2
H 2.8385 -4.0817 1.1267 -0.3 0.2 0.1
H 1.5108 -3.6414 2.2407 0.1 0.1 -0.2
H 2.7353 -2.4270 1.7960 0.0 -0.3 0.0
H 0.4611 -5.0911 -0.2145 0.0 0.3 0.1
H -0.7492 -3.9973 -0.9083 0.2 -0.1 0.1
H -0.6302 -4.1866 0.8554 0.1 0.0 -0.2
H -3.5870 0.3533 -2.2719 0.2 -0.1 0.2
H -2.5043 1.3228 -1.2338 -0.3 0.1 -0.1
H -3.8009 0.3678 -0.4930 0.3 0.0 -0.1
H -3.7782 -2.6017 -1.4542 0.3 0.3 0.0
H -3.7319 -1.9745 0.2062 0.2 0.0 -0.2
H -2.6021 -3.2344 -0.2971 -0.2 0.1 -0.1
H -2.8874 -1.5100 -3.3873 0.2 0.0 0.4
H -1.4258 -2.5104 -3.0771 -0.1 0.1 -0.1
H -1.2404 -0.8039 -3.5119 -0.4 -0.3 0.0
C 1.3420 1.6894 -3.7020 -0.1 0.1 0.6
C 0.8151 2.9091 -3.1535 0.5 0.5 -0.7
C 1.0403 4.1289 -3.8375 -0.5 -1.4 1.2
C 1.7654 4.1462 -5.0310 0.1 0.1 -0.8
C 2.3117 2.9780 -5.5682 -0.4 -0.6 0.8
C 2.0903 1.7852 -4.8841 0.8 -0.2 -1.3
Se 1.2505 -0.0899 -3.0105 0.1 1.5 -0.6
H 0.4738 1.9094 1.0722 -0.9 1.0 0.6
H 0.2482 2.8959 -2.2272 -0.1 0.1 -0.1
H 0.6338 5.0581 -3.4433 0.1 -0.3 0.0
H 1.8658 5.0721 -5.5980 0.0 -0.1 0.3
H 2.8715 2.9469 -6.4988 -0.1 0.2 0.2
H 2.5401 0.8751 -5.2839 -0.2 0.2 0.0
C 3.5029 0.0026 4.0707 1.0 0.3 0.6
S 3.5065 0.8806 2.5011 -2.0 -0.4 0.4
C 2.8186 2.4700 3.0278 0.5 0.3 0.3
O 2.2893 0.1619 1.7922 1.3 0.3 -0.2
H 2.9984 0.5737 4.8607 0.0 -0.2 -0.4
H 4.5707 -0.0464 4.3054 -0.1 -0.2 0.4
H 3.0979 -1.0158 3.9966 0.1 0.4 -0.4
H 3.7174 3.0268 3.3081 -0.1 0.2 0.1
H 2.3204 3.0030 2.2087 0.2 -0.4 0.0
H 2.1609 2.4034 3.9054 0.2 -0.3 -0.4
```
Positions in Å, forces in eV/Å.

Its HOMO-LUMO gap (alpha / beta) is 4.06 / 5.73 eV. The calculation puts the LUMO energy (alpha / beta) at -12.80 / -11.23 eV. The value obtained for the energy relative to the best compared isomer or geometry (same formula, charge and spin) is 98.5 kJ/mol. Its HOMO energy (alpha / beta) is -16.862 / -16.961 eV. As for the charge: +3.

Atom charges from the Löwdin analysis, given in e for atoms 1 to 2:
1. La 1.223
2. P 0.731


A 3-piece molecular cluster, C19H43N3O10 overall at a distorted geometry. Source: OMol25; level of theory: ωB97M-V/def2-TZVPD.

Geometry as XYZ:
```
75
Properties=species:S:1:pos:R:3:forces:R:3
C -0.5575 -5.9931 -2.5672 0.4 1.8 -0.3
C -2.1094 -5.6771 -3.0852 -2.9 -5.8 -2.5
O -2.7651 -6.7593 -3.5874 3.9 7.5 3.2
O -2.7719 -4.3634 -2.9926 2.2 -2.1 -0.8
C -2.7461 -3.6386 -4.2766 -0.4 -0.9 -2.1
C -1.2537 -3.2062 -4.7981 0.2 0.2 -0.9
C -0.8391 -1.6465 -4.5129 -0.7 0.5 -0.8
N 0.1307 -1.4347 -3.3726 2.3 -2.3 0.4
C -0.4296 -1.8545 -2.0319 0.8 0.2 1.7
O -1.4964 -0.8624 -1.6707 4.5 1.1 -3.8
O -2.3803 -1.5140 -0.9512 -5.1 -2.0 3.3
C 1.5034 -2.0064 -3.6462 2.6 -2.2 -3.3
O 1.9101 -2.6158 -4.7623 -3.0 3.7 6.3
O 2.5483 -1.8311 -2.5835 -2.7 -0.9 -2.4
H -0.0043 -4.9446 -2.4284 -1.2 -2.3 -0.1
H -0.5157 -6.5681 -1.5481 -0.4 1.1 -2.1
H 0.0852 -6.5637 -3.3921 -1.9 1.1 1.7
H -3.1766 -4.4015 -5.0879 0.9 1.6 1.7
H -3.5291 -2.7500 -4.2490 1.9 -1.8 0.4
H -1.2680 -3.3330 -5.9850 0.0 0.3 2.6
H -0.3817 -3.9252 -4.4310 -2.0 1.5 -0.7
H -1.8065 -0.9989 -4.2582 2.2 -1.5 -0.4
H -0.3696 -1.1416 -5.4706 -0.8 -1.3 2.0
H 0.3689 -1.7595 -1.1497 -1.3 -0.2 -2.3
H -0.8095 -2.9660 -1.9903 0.1 2.3 -0.3
H -3.2577 -0.9977 -0.9745 2.1 -0.8 -0.3
H 3.3169 -2.4316 -2.8207 -1.5 0.9 -0.2
C 1.7618 -0.7046 2.2885 0.4 -0.2 0.1
O 2.9712 -0.9153 1.5710 -0.6 0.2 -0.2
C 2.9519 -0.3790 0.2422 0.8 0.1 0.0
C 3.8378 0.8752 0.1385 -0.6 -0.2 0.3
N 3.2530 2.0103 0.8575 0.2 -0.1 0.1
C 4.1778 3.1292 1.0725 -0.1 -0.1 0.3
C 5.4750 2.8542 1.8635 -0.2 0.5 0.1
O 5.2711 2.5714 3.2490 0.1 -0.2 -0.5
C 4.8814 1.2343 3.5274 0.1 0.3 0.3
H 1.7794 -1.3421 3.1768 0.1 0.0 -0.2
H 1.6822 0.3313 2.6230 -0.2 0.1 0.0
H 0.8871 -0.9714 1.6885 0.0 0.1 0.0
H 1.9320 -0.1844 -0.1112 0.1 0.1 0.2
H 3.3800 -1.1517 -0.4053 -0.1 0.2 0.1
H 3.9624 1.1432 -0.9163 0.0 0.0 0.1
H 4.8193 0.6112 0.5408 0.1 -0.2 -0.1
H 2.9258 1.6954 1.7670 0.1 0.0 -0.3
H 3.6127 3.8981 1.6133 0.2 0.0 -0.1
H 4.4384 3.5591 0.0978 0.1 -0.1 0.1
H 6.0667 3.7771 1.8376 -0.1 -0.1 0.1
H 6.1029 2.0884 1.3993 -0.1 -0.2 0.0
H 5.3424 0.5124 2.8472 -0.1 0.1 -0.1
H 3.7947 1.1532 3.5027 -0.1 -0.3 -0.1
H 5.1953 0.9909 4.5466 0.1 0.1 -0.1
C -0.9690 2.0819 0.0233 0.2 0.3 0.2
O -1.5141 3.2944 0.5280 -0.4 -0.3 -0.4
C -2.8741 3.5198 0.1365 -0.1 0.3 0.6
C -3.8322 3.3216 1.3245 0.4 -0.4 -0.4
N -3.9303 1.9112 1.7097 0.1 0.1 0.1
C -4.5615 1.6849 3.0150 0.3 -0.1 0.0
C -3.9112 2.3344 4.2557 -0.2 -0.5 0.1
O -2.6438 1.7809 4.6140 -0.3 0.4 -0.2
C -1.5496 2.2691 3.8513 0.1 -0.3 0.3
H 0.1149 2.1128 0.1651 -0.1 0.1 0.0
H -1.3532 1.2221 0.5751 -0.1 -0.2 -0.1
H -1.1749 1.9627 -1.0443 0.0 -0.1 0.1
H -3.1646 2.9055 -0.7245 0.1 -0.1 0.2
H -2.9324 4.5680 -0.1757 0.0 -0.1 0.0
H -4.8271 3.6899 1.0515 0.0 0.0 0.0
H -3.4565 3.9346 2.1479 0.0 0.2 0.0
H -2.9973 1.5085 1.7391 -0.2 0.1 -0.1
H -4.5691 0.5992 3.1708 0.0 0.2 0.1
H -5.6101 2.0004 2.9551 0.1 0.1 0.0
H -4.5712 2.1286 5.1069 0.1 0.0 -0.1
H -3.8529 3.4243 4.1848 0.1 0.0 -0.2
H -1.6684 3.3199 3.5718 -0.1 -0.1 -0.1
H -1.4066 1.6455 2.9689 0.1 0.2 -0.2
H -0.6425 2.1777 4.4558 -0.2 0.0 0.1
```
Positions in Å, forces in eV/Å.

Its HOMO-LUMO gap is 8.94 eV. Its SMILES is CC(=O)OCCCN(COO)C(=O)O.COCCNCCOC.COCCNCCOC. The calculation puts the LUMO energy at 0.22 eV. Its HOMO energy is -8.715 eV. As for the charge: 0.

Atom charges from the Löwdin analysis, given in e for atoms 1 to 2:
1. C -0.023
2. C -0.262


A 3-piece molecular cluster, C19H43N6O9P2 overall at a distorted geometry. Source: OMol25; level of theory: ωB97M-V/def2-TZVPD.

Geometry as XYZ:
```
79
Properties=species:S:1:pos:R:3:forces:R:3
C -3.7643 4.4668 2.0257 0.1 0.1 -0.5
C -3.0521 3.1841 1.7023 -0.3 -0.4 0.3
O -3.5691 2.1071 1.7195 0.2 0.1 -0.1
O -1.7132 3.3725 1.4120 -0.1 0.5 -0.3
C -1.3673 3.2282 0.0387 -0.3 -0.9 -0.3
O -1.5881 2.2048 -0.5338 0.1 0.8 0.3
C -0.6932 4.4628 -0.4601 0.6 -0.3 0.4
C -0.1652 4.3870 -1.8751 0.0 -0.2 0.1
O 0.9805 4.6414 -2.1239 0.1 0.1 -0.1
O -1.0873 4.0164 -2.7702 -0.4 0.3 0.1
C -1.3195 4.9840 -3.8265 0.0 0.0 -0.6
C -1.1404 6.4402 -3.3338 0.3 0.1 -0.1
O -0.3939 7.1533 -4.0118 0.0 0.2 -0.5
O -1.7511 6.7249 -2.2851 -0.3 -0.1 0.8
H -4.8344 4.2920 1.9801 0.0 0.0 0.2
H -3.4616 4.8524 2.9976 0.0 -0.1 0.1
H -3.4997 5.2159 1.2779 0.0 0.1 0.0
H -1.3271 5.3472 -0.3660 -0.2 -0.1 -0.2
H 0.1695 4.6139 0.1938 0.0 0.1 0.1
H -2.3516 4.8189 -4.1343 -0.1 0.0 0.1
H -0.6858 4.8084 -4.6940 0.3 -0.2 0.2
O -3.8034 -2.6605 -2.7587 -2.2 1.2 1.0
P -3.3030 -2.9659 -1.3994 4.0 -2.3 0.2
N -1.8327 -2.1436 -1.2530 -0.1 -0.3 -0.2
C -0.4807 -2.6292 -1.1172 0.2 -0.1 0.2
C -1.9182 -0.6861 -1.3117 -0.5 0.1 0.1
N -3.1496 -4.6674 -1.4768 0.2 -0.1 -0.7
C -2.1109 -5.4382 -0.8278 -0.3 -0.1 0.5
C -3.5163 -5.2964 -2.7430 0.1 0.1 -0.2
N -3.7600 -2.9664 0.2676 -1.8 1.4 -0.6
C -5.0952 -2.3820 0.4918 -0.1 -0.3 -0.1
C -2.8334 -2.5304 1.3008 0.3 0.2 0.0
H -0.0093 -2.1904 -0.2285 0.1 0.0 -0.1
H 0.1367 -2.3541 -1.9805 0.0 0.0 0.0
H -0.4173 -3.7061 -1.0054 -0.1 0.0 0.0
H -2.3501 -0.2766 -0.3912 0.1 0.1 -0.1
H -2.5322 -0.3457 -2.1481 0.0 -0.1 0.0
H -0.9316 -0.2444 -1.4290 0.1 -0.1 0.0
H -1.1587 -5.3990 -1.3685 0.0 -0.1 0.0
H -2.4084 -6.4900 -0.7825 -0.1 0.0 0.0
H -1.9569 -5.1275 0.2063 0.1 0.2 -0.1
H -2.7432 -5.1746 -3.5127 0.0 0.0 0.0
H -4.4441 -4.8889 -3.1288 0.0 0.1 0.0
H -3.6702 -6.3658 -2.5769 0.1 0.0 0.1
H -5.1185 -1.3044 0.2952 0.0 0.0 0.1
H -5.4204 -2.5490 1.5195 0.1 -0.1 0.0
H -5.8243 -2.8610 -0.1664 0.0 0.0 0.0
H -2.5800 -1.4658 1.2593 0.0 0.0 0.0
H -1.9126 -3.1109 1.2853 0.0 0.0 -0.1
H -3.3096 -2.7239 2.2649 -0.1 0.0 0.0
O 1.9566 -0.4631 0.3152 -0.1 2.1 -1.6
P 3.2057 -0.0298 0.9703 1.7 -2.6 3.4
N 4.3539 -1.2311 0.5533 -0.2 0.2 0.3
C 5.0471 -2.1848 1.3802 0.2 0.0 0.1
C 4.6282 -1.3386 -0.8687 -0.2 0.2 -0.2
N 2.7600 -0.0433 2.6132 -0.5 -0.6 0.0
C 3.6200 -0.4257 3.7126 0.2 0.6 0.1
C 1.3781 -0.4328 2.9030 -0.1 -0.2 -0.1
N 4.2770 1.3064 1.1368 -1.0 0.8 -1.9
C 3.8759 2.4549 0.2956 -0.3 0.1 0.2
C 5.7182 1.1308 1.1130 0.2 -0.2 -0.1
H 6.1365 -2.1081 1.2477 0.0 0.0 0.0
H 4.7591 -3.2164 1.1412 0.0 0.0 0.0
H 4.8552 -2.0321 2.4347 0.0 0.0 -0.1
H 5.2399 -0.5030 -1.2390 0.0 -0.1 0.0
H 3.7026 -1.3556 -1.4493 0.0 0.0 0.0
H 5.1691 -2.2600 -1.0828 0.0 0.0 0.1
H 3.7196 -1.5129 3.8092 0.0 0.0 0.1
H 3.1967 -0.0615 4.6520 -0.1 0.0 0.0
H 4.6094 0.0281 3.6370 0.0 -0.1 -0.2
H 1.2263 -1.5179 2.8340 -0.1 0.0 0.0
H 0.6820 0.0507 2.2263 0.0 0.0 -0.1
H 1.1254 -0.1136 3.9162 0.1 0.0 0.0
H 3.9965 2.2529 -0.7739 0.1 0.1 0.0
H 4.4639 3.3375 0.5464 0.0 0.0 0.1
H 2.8266 2.6985 0.4722 0.0 0.0 0.0
H 6.1178 0.7998 0.1471 0.0 0.0 0.0
H 6.0531 0.4408 1.8859 -0.1 -0.1 -0.1
H 6.1665 2.0990 1.3443 -0.1 0.0 0.0
```
Positions in Å, forces in eV/Å.

Its HOMO-LUMO gap is 7.00 eV. The calculation puts the LUMO energy at 2.12 eV. Its HOMO energy is -4.877 eV. As for the charge: -1.

Atom charges from the Löwdin analysis, given in e for atoms 1 to 2:
1. C 0.027
2. C -0.498